Run 1
The following is a quantum chemistry calculation of 2 unconnected molecules or ions with the total composition C3H9N2S, from the OMol25 dataset.

```
! wB97M-V def2-TZVPD RIJCOSX def2/J DEFGRID3
* xyz 1 1
C 0.76083 0.98520 -0.03706
C 1.61815 -1.24048 0.34513
C 0.91959 -0.20042 0.71651
N 1.74787 1.70145 -0.58234
N -2.46308 -0.63722 -0.14824
S -0.77782 1.80149 0.13641
H -1.88471 -1.35708 -0.46870
H 2.15761 -1.27587 -0.57794
H 1.57225 -2.11216 0.99089
H 0.16143 -0.25048 1.54855
H 2.56879 1.26118 -0.90298
H 1.42254 2.50252 -0.95473
H -2.88899 -0.31140 -1.04308
H -1.82654 0.14482 0.35143
H -3.08793 -1.01157 0.62616
*
```

Computed properties:
E_HOMO ... -12.90 eV

Run 2
The following is a quantum chemistry calculation of a gas-phase ion, C3H9N2S (charge +1), from the OMol25 dataset.

```
! wB97M-V def2-TZVPD RIJCOSX def2/J DEFGRID3
* xyz 1 1
C -0.73351 -1.36015 -0.73756
C -0.51791 -0.14417 0.19707
S -2.07193 0.94741 0.47028
C 0.69380 0.77990 -0.05952
N 0.97075 1.72111 0.78315
N 1.26074 0.55301 -1.22019
H -0.83147 -0.93399 -1.75339
H 0.17854 -2.03003 -0.81282
H -1.67702 -2.00695 -0.34651
H -0.40097 -0.45445 1.31638
H -2.47357 0.24297 1.41583
H 0.32229 1.97567 1.48371
H 1.81248 2.28763 0.59404
H 0.82598 -0.30498 -1.73138
H 2.09568 1.10139 -1.50200
*
```

Computed properties:
Structure (SMILES) ... C[C@H](S)C(N)=[NH2+]
E_HOMO ... -13.66 eV

From most stable to least stable, the computed energies give run 2, run 1.

Run 1
The following is a quantum chemistry calculation of a molecular structure, C4H11N3O, from the OMol25 dataset.

```
! wB97M-V def2-TZVPD RIJCOSX def2/J DEFGRID3
* xyz 0 1
C 0.61469 0.49151 0.66301
C -1.30705 -0.41332 -1.53898
C -1.66118 1.14066 1.06918
N -0.75746 0.05885 0.73823
C 1.55833 -0.67631 0.78278
N -0.25407 -0.20802 -2.30860
O 1.41832 -1.54386 -0.27891
N 2.36273 -0.79847 1.74626
H 1.95068 -2.33656 -0.13072
H 2.94040 -1.63894 1.69532
H -0.14592 0.58625 -2.92856
H 0.56158 -0.79105 -2.17771
H 0.85795 1.17798 1.47897
H 0.85513 1.02372 -0.28592
H -1.13146 -0.67747 -0.33259
H -2.10246 0.31367 -1.71376
H -1.54111 2.04234 0.44167
H -1.52743 1.45589 2.11364
H -2.69167 0.79312 0.96669
*
```

Computed properties:
E_HOMO (alpha / beta) ... -7.24 / -7.24 eV

Run 2
The following is a quantum chemistry calculation of a molecular structure, C4H11N3O, from the OMol25 dataset.

```
! wB97M-V def2-TZVPD RIJCOSX def2/J DEFGRID3
* xyz 0 1
C -1.77362 -0.24438 -0.49956
N 0.55579 0.50259 -1.27157
C -0.68730 0.78846 -0.38491
N 0.43193 -0.33473 -2.40815
O -0.84542 1.94943 -0.04784
H 1.03340 1.39355 -1.42031
H 1.32472 -0.78795 -2.57681
H 0.19030 0.21192 -3.23019
H -1.40105 -1.23653 -0.73966
H -2.29308 -0.29173 0.45612
H -2.47103 0.07274 -1.28030
N 0.95111 0.93042 2.08388
C 0.66147 -0.14147 1.26957
C 0.65769 -1.42913 1.65021
H 0.85536 0.78622 3.08217
H 0.53191 1.80210 1.77627
H 0.98485 -0.00876 -0.07202
H 0.45531 -2.21895 0.93637
H 0.83767 -1.74380 2.67672
*
```

Computed properties:
E_HOMO ... -7.67 eV

Run 3
The following is a quantum chemistry calculation of a single C4H11N3O molecule, from the OMol25 dataset.

```
! wB97M-V def2-TZVPD RIJCOSX def2/J DEFGRID3
* xyz 0 1
C -1.26407 1.34844 1.07592
N -0.51209 0.93134 -0.09843
C -0.17961 2.04055 -0.97956
C 0.56339 0.03319 0.18842
O 1.03353 -0.11018 1.29515
C 0.54930 -1.03093 -0.88320
N 1.06254 -2.33374 -0.51403
N 0.60643 -2.89200 0.70768
H -0.68321 2.00130 1.73465
H -2.15125 1.88980 0.74951
H -1.55459 0.46111 1.63418
H 0.35237 1.66725 -1.85168
H -1.09398 2.53284 -1.31186
H 0.45006 2.77581 -0.46427
H 1.01672 -0.69953 -1.81101
H -0.59510 -0.91761 -1.08517
H 2.07797 -2.31718 -0.46201
H 0.69250 -2.23190 1.48412
H -0.37089 -3.14856 0.59156
*
```

Computed properties:
Structure (SMILES) ... CN(C)C(=O)CNN
E_HOMO ... -8.80 eV

From most stable to least stable, the computed energies give run 3, run 1, run 2.